(a)
Formula: CHNO5S
Source: the Open Molecules 2025 dataset
Level of theory: ωB97M-V/def2-TZVPD

Properties
- E_HOMO (alpha / beta): -9.975 / -9.976 eV
- Molar mass: 139.09 Da
- Lowest unoccupied orbital energy (alpha / beta): -1.309 / -1.310 eV

Each line ends with the Löwdin charge.
Atoms and positions in Å:
C  1.31877  -0.24992  -0.21545  -0.5820
N  0.78110  1.05222  0.25110  0.0350
O  2.47379  -0.52852  -0.28634  0.1995
O  0.35738  -1.04698  -0.68181  -0.1673
O  -0.08248  1.53805  -0.49096  -0.0347
O  -1.94499  -0.22312  -0.25880  -0.2318
O  -0.23556  -0.14399  1.46401  -0.3981
S  -0.87387  -1.12125  0.47814  1.1163
H  -1.79413  0.72352  -0.25990  0.0630

---

(b)
Formula: CHNO5S
Source: the Open Molecules 2025 dataset
Level of theory: ωB97M-V/def2-TZVPD

Properties
- E_HOMO: -9.988 eV
- Molar mass: 139.09 Da
- Lowest unoccupied orbital energy: -0.502 eV

Each line ends with the Löwdin charge.
Atoms and positions in Å:
C  -0.07936  0.11793  -0.38941  -0.5239
N  0.20051  0.11141  -1.90015  -0.3205
O  0.58570  1.14604  -2.36671  0.1277
O  -0.48370  1.13466  0.06522  0.1659
O  -0.02859  -0.91458  -2.50394  0.1089
O  0.34182  0.13431  2.35686  -0.4565
O  0.06582  -1.05507  0.11905  -0.2602
S  -0.10759  -1.28542  1.81263  1.0119
H  -0.49461  0.61072  2.80643  0.1467

---

The winner here is (a), beating the second structure by 2.9 kcal/mol.

---

(a)
Formula: C4H6N3
Source: the Open Molecules 2025 dataset
Level of theory: ωB97M-V/def2-TZVPD

Properties
- E_HOMO (alpha / beta): -16.699 / -16.574 eV
- Charge: +1
- Molar mass: 96.11 Da
- Lowest unoccupied orbital energy (alpha / beta): -10.030 / -10.144 eV

Each line ends with the Löwdin charge.
Atoms and positions in Å:
C  0.44977  1.23083  1.09205  0.0736
C  -0.47652  0.17984  0.74472  -0.1135
C  0.67548  -0.66208  -1.55096  -0.0846
C  -0.53809  -0.60890  -0.62789  -0.1311
N  0.10017  1.55317  2.30929  0.1366
N  -1.21845  -0.03822  1.80125  0.1599
N  -0.82470  0.78393  2.66833  0.1696
H  1.23246  1.68223  0.37380  0.1856
H  1.07196  0.39070  -1.67468  0.1056
H  1.40486  -1.41434  -1.20626  0.0986
H  0.41146  -1.30998  -2.33220  0.0689
H  -1.40984  -0.10680  -1.17374  0.1720
H  -0.87857  -1.68038  -0.42371  0.1589

---

(b)
Formula: C4H6N3
Source: the Open Molecules 2025 dataset
Level of theory: ωB97M-V/def2-TZVPD

Properties
- E_HOMO: -14.055 eV
- Charge: +1
- Molar mass: 96.11 Da
- Lowest unoccupied orbital energy: -4.763 eV

Each line ends with the Löwdin charge.
Atoms and positions in Å:
C  1.89319  -1.44206  -1.42566  -0.0759
C  0.88217  -1.69145  -0.48477  -0.0344
C  -0.70865  0.19466  -0.25981  -0.0969
C  -0.61781  1.32197  0.68330  -0.0286
N  1.68108  -0.36333  -2.11736  -0.0017
N  1.05965  0.49816  -2.45384  0.3418
N  0.03601  -0.79937  -0.22948  0.1299
H  2.58365  -2.20645  -1.77527  0.1387
H  0.95881  -2.65227  -0.08706  0.1391
H  -1.57347  0.08257  -1.00069  0.1827
H  0.12560  1.41495  1.49663  0.1107
H  -0.55311  2.27666  0.21814  0.0825
H  -1.56285  1.53273  1.22143  0.1120

---

(c)
Formula: C4H6N3
Source: the Open Molecules 2025 dataset
Level of theory: ωB97M-V/def2-TZVPD

Properties
- E_HOMO: -15.461 eV
- Charge: +1
- Molar mass: 96.11 Da
- Lowest unoccupied orbital energy: -4.857 eV

Each line ends with the Löwdin charge.
Atoms and positions in Å:
C  1.79560  -0.93902  -0.07817  -0.1240
C  -1.88130  -1.01484  -0.06190  0.0037
C  0.24770  0.71089  0.48925  -0.2372
C  -0.09114  1.96512  0.05690  -0.0638
N  1.11692  0.11862  -0.18723  0.1537
N  -2.73147  -1.67546  -0.45247  0.1221
N  2.39289  -1.87587  -0.34885  0.3667
H  -0.05477  0.34704  1.51874  0.1639
H  0.16613  2.37122  -1.03294  0.1663
H  0.47419  2.62219  0.78159  0.1472
H  -1.06353  2.38668  0.15912  0.0884
H  -3.39182  -2.39915  -0.59863  0.0874
H  3.02063  -2.61739  -0.24542  0.1255

---

(d)
Formula: C4H6N3
Source: the Open Molecules 2025 dataset
Level of theory: ωB97M-V/def2-TZVPD

Properties
- E_HOMO (alpha / beta): -12.948 / -12.947 eV
- Charge: +1
- Molar mass: 96.11 Da
- Lowest unoccupied orbital energy (alpha / beta): -5.676 / -5.677 eV

Each line ends with the Löwdin charge.
Atoms and positions in Å:
C  1.39470  4.39697  1.32270  0.2920
C  0.78404  3.39162  0.89783  -0.0327
C  0.21393  2.28491  0.50399  0.0360
C  -0.03209  -1.68072  0.14523  -0.0531
N  -0.34540  1.43689  -0.04623  0.1153
N  -1.13392  -0.78902  -0.07906  -0.0747
N  -1.06491  0.49383  -0.48872  -0.0590
H  1.92057  5.16808  1.82367  0.0716
H  0.74626  -1.19770  0.55868  0.0402
H  -0.21203  -2.63778  0.66735  0.1222
H  0.32611  -1.95167  -0.80099  0.0713
H  -1.90559  -1.37008  -0.30522  0.1383
H  -1.20585  0.81100  -2.00578  0.3326

---

The winner here is (b), beating the second structure by 7.7 kcal/mol.

---

(a)
Formula: C4H7ClN3
Source: the Open Molecules 2025 dataset
Level of theory: ωB97M-V/def2-TZVPD

Properties
- E_HOMO: -13.113 eV
- Charge: +1
- Molar mass: 132.57 Da
- Lowest unoccupied orbital energy: -4.166 eV

Each line ends with the Löwdin charge.
Atoms and positions in Å:
C  2.10582  -1.19427  0.02640  -0.1147
C  0.89668  -1.90862  -0.27050  -0.0632
C  2.24153  0.17880  -0.12578  -0.6153
C  -0.97210  -0.35716  0.19366  -0.2187
N  -0.23105  -1.31818  -0.25109  0.1216
N  -1.31281  0.66839  -0.54898  -0.0126
N  -2.27268  1.56156  -0.02635  0.0824
Cl  3.59684  1.03452  0.13310  0.7977
H  2.95328  -1.83399  0.22535  0.1060
H  0.77892  -2.94186  -0.41353  0.1239
H  1.27278  0.70005  -0.45517  0.0914
H  -1.29940  -0.25398  1.17340  0.1246
H  -3.14482  1.71347  -0.70468  0.2315
H  -1.91711  2.58417  0.19815  0.2225
H  -2.69587  1.36711  0.84603  0.1230

---

(b)
Formula: C4H7ClN3
Source: the Open Molecules 2025 dataset
Level of theory: ωB97M-V/def2-TZVPD

Properties
- E_HOMO (alpha / beta): -12.647 / -12.646 eV
- Charge: +1
- Molar mass: 132.57 Da
- Lowest unoccupied orbital energy (alpha / beta): -5.418 / -5.419 eV

Each line ends with the Löwdin charge.
Atoms and positions in Å:
C  -1.03556  1.01200  0.92123  0.0158
C  -0.47015  -0.23344  0.92795  -0.0906
C  2.17531  -0.48047  -0.28724  -0.5070
C  -1.46689  1.28017  -0.43921  -0.1297
N  3.02998  -1.45257  -0.75836  0.0589
N  -0.39388  -0.76372  -0.36548  0.1144
N  -1.02366  0.07331  -1.10534  0.0268
Cl  2.89229  0.92735  0.46724  0.5816
H  -1.20819  1.52508  1.83727  0.1259
H  0.06598  -0.71606  1.60090  0.0696
H  -2.58528  1.60549  -0.49594  0.1894
H  -1.05592  2.30846  -0.87387  0.1997
H  3.98893  -1.42918  -0.85301  0.0714
H  -1.20302  -0.17240  -2.10155  0.2037
H  2.62777  -2.33368  -0.74836  0.0703

---

The winner here is (a), beating the second structure by 16.6 kcal/mol.

---

(a)
Formula: C5H14O
Source: the Open Molecules 2025 dataset
Level of theory: ωB97M-V/def2-TZVPD

Properties
- E_HOMO: -10.259 eV
- Molar mass: 90.17 Da
- Lowest unoccupied orbital energy: 0.967 eV

Each line ends with the Löwdin charge.
Atoms and positions in Å:
C  1.52343  0.50618  -1.44204  -0.4642
C  2.32533  0.83725  -0.15548  -0.0362
C  0.02564  0.69442  -1.25513  -0.0542
O  2.02706  1.43552  -2.42279  -0.0804
H  1.82412  -0.47885  -1.79945  0.1260
H  3.15441  0.14602  -0.17034  0.0712
H  -0.12660  1.77885  -1.20978  0.0930
H  -0.50404  0.40620  -2.16762  0.0825
H  -0.31011  0.22798  -0.33898  0.0434
H  1.45609  1.47394  -3.20446  0.0855
H  1.68476  0.82301  0.70009  0.0576
H  2.75112  1.83132  -0.21589  0.0769
C  -1.61899  -1.12333  2.39653  -0.1583
C  -2.32855  -1.33859  1.07374  -0.1748
H  -1.44419  -2.02736  2.95968  0.0612
H  -0.68136  -0.61546  2.15997  0.0502
H  -2.19708  -0.38098  2.94711  0.0641
H  -2.01690  -0.63092  0.31093  0.0318
H  -3.41294  -1.22258  1.11063  0.0638
H  -2.13119  -2.34261  0.72329  0.0612

---

(b)
Formula: C5H14O
Source: the Open Molecules 2025 dataset
Level of theory: ωB97M-V/def2-TZVPD

Properties
- E_HOMO: -9.784 eV
- Molar mass: 90.17 Da
- Lowest unoccupied orbital energy: 0.987 eV

Each line ends with the Löwdin charge.
Atoms and positions in Å:
C  -1.05878  -1.71855  -1.52500  -0.3341
C  -0.79951  -0.24433  -1.70742  -0.1311
C  -0.47019  -2.00226  -0.15006  -0.1517
H  -0.48794  -2.37142  -2.28382  0.1219
H  -2.07100  -2.02230  -1.75815  0.0914
H  -0.86494  0.13018  -0.62566  0.0706
H  0.09559  -0.15933  -2.29773  0.0769
H  -1.00336  -1.27978  0.58527  0.0847
H  0.59560  -1.65328  -0.14283  0.0831
H  -1.54297  0.16037  -2.33501  0.0513
H  -0.62771  -3.00558  0.20370  0.0589
C  0.70806  2.16895  1.00180  -0.3408
C  0.58400  0.79853  1.60921  -0.1046
O  1.94989  2.78089  1.20498  -0.1134
H  0.39314  2.07747  -0.10084  0.1177
H  0.27107  3.07042  1.42972  0.1137
H  1.41616  0.43230  2.30486  0.0994
H  2.70112  2.17744  1.43938  0.1011
H  0.55878  -0.06700  0.90919  0.0127
H  -0.34701  0.72729  2.23840  0.0924

---

The winner here is (a), beating the second structure by 35.4 kcal/mol.